Below is a molecular structure, C19H24AsInN4O4S2, with properties calculated with ωB97M-V/def2-TZVPD.

XYZ file:
```
55
Properties=species:S:1:pos:R:3:forces:R:3:mulliken_charge:R:1
In 0.728107 0.274392 0.841015 0.0 -0.1 0.0 1.41
O -0.581687 -3.710280 -0.070809 0.0 0.0 0.0 -0.72
C -0.100403 -2.676364 0.353772 -0.1 0.1 -0.2 0.00
O -0.159886 -1.509046 -0.203846 0.3 0.0 0.3 -0.04
C 0.738145 -2.708252 1.620270 0.1 0.1 0.0 0.28
C 0.864931 -3.773952 2.487367 0.0 0.0 0.0 -0.81
C 1.743621 -3.638145 3.560017 0.0 0.0 -0.1 -0.22
C 2.498876 -2.481011 3.710129 0.0 -0.1 0.1 -0.73
C 2.311586 -1.459109 2.797779 0.1 0.0 -0.1 0.55
N 1.438978 -1.597777 1.812075 -0.2 0.0 0.1 -0.05
C 3.100596 -0.151323 2.747132 0.1 0.1 0.1 0.26
O 4.073368 -0.050531 3.471574 -0.1 0.0 0.0 -0.71
O 2.669682 0.696877 1.879619 -0.2 0.0 -0.1 -0.60
H 0.286552 -4.669572 2.310964 0.0 0.0 0.0 0.52
H 1.851017 -4.451139 4.266588 0.0 0.0 0.0 0.44
H 3.213588 -2.350127 4.509627 0.0 0.0 0.0 0.52
S 4.210432 1.250194 -2.180419 -0.1 0.0 0.0 -0.14
C 3.822444 -0.416435 -2.171372 0.1 0.1 -0.1 -0.25
C 2.703367 -0.630022 -1.442594 -0.1 0.1 0.0 -0.83
N 2.154312 0.517606 -0.914509 0.0 -0.1 0.1 0.28
C 2.855115 1.579008 -1.218052 0.0 -0.1 -0.1 -0.24
H 4.421915 -1.135779 -2.703709 0.0 0.0 0.1 0.44
H 2.217250 -1.576511 -1.258936 0.0 0.0 0.0 0.42
H 2.597643 2.577657 -0.895092 0.0 0.0 0.1 0.41
S -0.753228 1.225862 2.513237 0.0 -0.1 -0.1 -0.39
C -0.608825 2.988895 2.310043 0.0 -0.1 -0.1 0.80
C -0.780403 3.770402 3.451088 0.0 0.0 0.0 -0.65
C -0.788941 5.153999 3.357425 0.0 0.0 0.0 -0.49
C -0.620533 5.778096 2.129793 0.0 0.0 0.0 -0.47
C -0.423299 5.004680 0.995241 0.0 0.0 0.0 -0.81
C -0.419122 3.619367 1.080112 0.1 0.0 0.1 -0.11
H -0.908401 3.282980 4.408988 0.0 0.0 0.0 0.39
H -0.921814 5.751616 4.250892 0.0 0.0 0.0 0.36
H -0.640350 6.857746 2.056360 0.0 0.0 0.0 0.37
H -0.275992 5.478922 0.032773 0.0 0.0 0.0 0.39
H -0.279510 3.034315 0.181206 0.0 0.0 -0.1 0.34
C -3.329724 -3.659200 -2.866463 0.1 0.0 0.0 -1.19
As -2.637678 -2.010087 -2.063593 -0.4 0.1 -0.1 0.38
C -3.948960 -0.816083 -2.945135 0.0 -0.1 -0.1 -1.18
C -1.177375 -1.747389 -3.371206 0.0 0.0 0.0 -0.75
H -3.445229 -3.549191 -3.945492 0.0 0.0 0.0 0.37
H -4.292599 -3.912861 -2.425375 0.0 0.0 0.0 0.39
H -2.627719 -4.465312 -2.655566 0.0 0.0 0.0 0.32
H -3.983870 -0.989593 -4.022922 0.0 0.0 0.0 0.37
H -3.719124 0.236278 -2.767047 0.0 0.0 0.0 0.31
H -4.937834 -1.016226 -2.530407 0.0 0.0 0.0 0.40
H -1.535504 -1.202467 -4.245294 0.0 0.0 0.0 0.40
H -0.817711 -2.724547 -3.693745 0.0 0.0 0.0 0.43
H -0.333891 -1.217942 -2.926948 0.0 0.0 0.0 -0.03
N -0.656907 1.805237 -2.013708 0.0 0.0 0.0 -0.57
N -0.945957 0.959442 -0.894310 0.1 -0.2 -0.2 -0.09
H -1.246676 1.558739 -2.802569 0.0 0.0 0.0 0.30
H 0.299968 1.621107 -2.288589 0.0 0.0 0.0 0.16
H -1.103740 -0.011526 -1.167216 -0.1 0.0 0.0 -0.23
H -1.798601 1.284384 -0.450163 0.1 0.2 0.1 0.30
```
Positions in Å, forces in eV/Å.

Charge ... 0
ΔE to the lowest compared entry with this formula, charge and spin ... 0.6148 eV
Orbital gap ... 7.789 eV
HOMO ... -8.0 eV